[1]
The following is a quantum chemistry calculation of a structure of composition H2N2P2, from the OMol25 dataset.

The geometry in XYZ format:
```
6
Properties=species:S:1:pos:R:3:forces:R:3:nbo_charge:R:1
P 1.283 0.823 0.008 1.398 -0.466 -0.401 1.1523
P -0.366 -0.927 0.182 0.782 0.142 -0.826 0.9067
N 1.320 -0.755 -0.316 -1.167 0.906 0.768 -1.1642
N -0.386 0.910 0.029 -3.338 0.457 4.609 -1.2362
H -0.906 -1.474 -1.056 0.068 0.688 0.385 -0.0651
H -0.945 1.423 1.153 2.257 -1.727 -4.536 0.4065
```
Forces are in eV/Å.

The frontier orbital gap comes out at 0.3444 Eh. The energy relative to the best compared isomer or geometry (same formula, charge and spin) comes out at 33.19 kcal/mol. The calculation puts the lowest unoccupied orbital energy at -0.058 eV. The spin multiplicity is 1. For the largest force on an atom, the calculation gives 0.1110 Eh/bohr. The calculation puts the calculated total energy at -21588.0191 eV.

---

[2]
The following is a quantum chemistry calculation of the molecule H2N2P2S2, from the OMol25 dataset.

The geometry in XYZ format:
```
8
Properties=species:S:1:pos:R:3:forces:R:3:nbo_charge:R:1
S -3.124 1.618 0.829 0.568 0.263 -0.235 -0.4990
S 3.038 -1.414 -1.128 -0.619 -0.241 0.269 -0.4385
P 1.308 -1.799 -0.378 -0.874 2.923 -0.290 0.7792
P -1.336 1.790 0.097 -0.675 -0.764 0.341 0.8062
N 0.454 -0.167 -0.423 2.357 -2.465 -0.365 -0.7197
N -0.767 0.212 0.054 -0.776 0.131 0.363 -0.7392
H -1.332 -0.562 0.399 -0.024 0.252 -0.069 0.4133
H 0.999 0.611 -0.779 0.044 -0.099 -0.014 0.3977
```
Forces are in eV/Å.

The frontier orbital gap comes out at 0.2626 Eh. The energy relative to the best compared isomer or geometry (same formula, charge and spin) comes out at 0.00 kcal/mol. Its SMILES is S=PNNP=S. The calculation puts the lowest unoccupied orbital energy at -1.430 eV. The spin multiplicity is 1. For the largest force on an atom, the calculation gives 0.0667 Eh/bohr. The calculation puts the calculated total energy at -43260.3001 eV.

---

[3]
The following is a quantum chemistry calculation of a structure of composition H2N3, from the OMol25 dataset.

The geometry in XYZ format:
```
5
Properties=species:S:1:pos:R:3:forces:R:3:nbo_charge:R:1
N 0.751 -0.924 -0.239 0.316 -1.463 0.313 -0.2607
N 0.046 -0.057 -0.002 -0.152 0.206 -0.085 0.4220
N -0.548 0.740 0.543 -4.216 4.408 1.305 -0.2578
H -1.580 1.537 0.669 3.908 -3.474 -0.906 0.6122
H 1.332 -1.297 -0.971 0.144 0.323 -0.627 0.4843
```
Forces are in eV/Å.

The frontier orbital gap comes out at 0.4110 Eh. The energy relative to the best compared isomer or geometry (same formula, charge and spin) comes out at 44.89 kcal/mol. As for the total charge: +1. The calculation puts the lowest unoccupied orbital energy at -6.517 eV. The spin multiplicity is 1. For the largest force on an atom, the calculation gives 0.1213 Eh/bohr. The calculation puts the calculated total energy at -4490.0249 eV.

---

[4]
The following is a quantum chemistry calculation of a cluster of 2 separate species, H2N3O in total, from the OMol25 dataset.

The geometry in XYZ format:
```
6
Properties=species:S:1:pos:R:3:forces:R:3:nbo_charge:R:1
O 1.247 -0.029 1.603 -0.642 0.015 -0.856 -0.8961
N 0.126 0.744 -1.178 0.046 0.014 -0.041 -0.5501
N -0.156 -0.005 -0.225 0.233 0.013 0.677 0.2852
N -1.143 -0.747 -0.066 0.126 -0.012 0.079 -0.5456
H 1.002 1.230 -0.988 -0.093 -0.295 0.313 0.3494
H -1.077 -1.192 0.853 0.330 0.265 -0.172 0.3572
```
Forces are in eV/Å.

The frontier orbital gap (spin up / spin down) comes out at 0.2698 / 0.3163 Eh. The energy relative to the best compared isomer or geometry (same formula, charge and spin) comes out at 107.87 kcal/mol. As for the total charge: -1. The calculation puts the lowest unoccupied orbital energy (spin up / spin down) at 3.840 / 5.819 eV. The spin multiplicity is 1. For the largest force on an atom, the calculation gives 0.0208 Eh/bohr. The calculation puts the calculated total energy at -6544.8848 eV.

---

Question: calculated total energy of number 4 (H2N3O)?
Answer: -6544.8848 eV

---

Question: Which of these has the highest energy relative to the best compared isomer or geometry (same formula, charge and spin)?
Answer: H2N3O

---

Question: What is the spin multiplicity in the third record?
Answer: 1